1.
DFT (ωB97M-V/def2-TZVPD) results for C20H23F4MoN8 as an isolated structure.

Positions of all 56 atoms, in Å:
Mo1 -0.11 0.24 -0.52
C1 0.82 2.16 -2.79
N1 0.89 2.06 -1.30
C2 0.34 3.34 -0.75
C3 2.31 1.92 -0.85
C4 2.31 1.45 0.58
N2 1.29 0.37 0.70
C5 1.46 -0.60 1.72
C6 0.46 -0.81 2.67
F1 -0.67 -0.09 2.59
C7 0.63 -1.74 3.68
F2 -0.34 -1.89 4.57
C8 1.79 -2.50 3.75
C9 2.77 -2.32 2.79
F3 3.86 -3.05 2.80
C10 2.61 -1.39 1.77
F4 3.54 -1.25 0.83
H1 1.46 2.97 -3.14
H2 1.16 1.22 -3.24
H3 -0.20 2.36 -3.09
H4 0.97 4.17 -1.08
H5 -0.67 3.48 -1.11
H6 0.35 3.31 0.34
H7 2.79 1.17 -1.49
H8 2.85 2.86 -0.98
H9 3.29 1.06 0.87
H10 2.05 2.24 1.29
H11 1.92 -3.22 4.54
N3 -1.73 -3.66 -0.52
C11 -2.62 -3.24 0.45
C12 -2.32 -1.94 0.71
N4 -1.25 -1.57 -0.08
C13 -0.93 -2.64 -0.81
C14 0.18 -2.48 -1.73
N5 0.73 -1.26 -1.82
C15 1.79 -1.37 -2.71
C16 1.85 -2.65 -3.16
N6 0.83 -3.33 -2.52
H12 -1.73 -4.58 -0.93
H13 -3.37 -3.89 0.86
H14 -2.77 -1.27 1.42
H15 2.43 -0.55 -2.97
H16 2.51 -3.13 -3.85
H17 0.63 -4.31 -2.65
C17 -2.00 2.53 2.07
C18 -2.52 2.04 0.77
N7 -1.87 1.31 -0.15
C19 -2.75 1.13 -1.23
C20 -3.91 1.76 -0.95
N8 -3.74 2.32 0.29
H18 -2.72 2.35 2.86
H19 -1.81 3.60 2.02
H20 -1.08 2.01 2.33
H21 -2.48 0.55 -2.11
H22 -4.82 1.85 -1.52
H23 -4.43 2.88 0.78

Its net charge is +3. Its spin multiplicity is 3. Its expectation value of S² is 2.052. As for the HOMO-LUMO gap (spin up / spin down): 6.9824 / 7.0932 eV.

Atom-resolved charges from Mulliken, all expressed in e:
1 Mo 0.667
2 C -0.961
3 N 0.291
4 C -1.136
5 C -0.655
6 C -0.906
7 N 1.205
8 C 0.393
9 C 0.083
10 F -0.271
11 C 0.040
12 F -0.256
13 C -0.497
14 C 0.091
15 F -0.253
16 C 0.266
17 F -0.309
18 H 0.386
19 H 0.404
20 H 0.309
21 H 0.368
22 H 0.417
23 H 0.284
24 H 0.246
25 H 0.455
26 H 0.533
27 H 0.362
28 H 0.557
29 N -0.088
30 C -0.855
31 C -0.597
32 N 0.698
33 C 0.078
34 C -0.064
35 N 0.522
36 C -0.205
37 C -1.035
38 N -0.063
39 H 0.209
40 H 0.431
41 H 0.522
42 H 0.411
43 H 0.417
44 H 0.203
45 C -1.239
46 C 0.330
47 N 0.487
48 C -0.661
49 C -0.747
50 N 0.018
51 H 0.506
52 H 0.340
53 H 0.113
54 H 0.473
55 H 0.425
56 H 0.259

=====

2.
DFT (ωB97M-V/def2-TZVPD) results for C20H23LiN2OPTe as an isolated structure.

Positions of all 49 atoms, in Å:
Li1 -0.21 0.12 -0.27
N1 -1.69 -0.13 1.34
C1 -1.27 0.21 2.68
C2 0.17 -0.23 2.86
N2 1.01 0.39 1.83
H1 -2.59 0.22 1.04
H2 -1.73 -1.14 1.19
H3 -1.89 -0.21 3.49
H4 -1.32 1.30 2.78
H5 0.23 -1.32 2.72
H6 0.51 -0.02 3.88
H7 1.78 -0.22 1.55
H8 1.41 1.26 2.13
O1 1.44 -0.17 -1.19
P1 2.20 -1.45 -1.24
C3 3.93 -1.18 -0.73
C4 4.88 -2.20 -0.64
C5 6.18 -1.92 -0.24
C6 6.53 -0.61 0.06
C7 5.60 0.41 -0.04
C8 4.30 0.12 -0.44
C9 1.49 -2.65 -0.07
C10 2.19 -3.20 1.00
C11 1.54 -4.04 1.89
C12 0.19 -4.33 1.71
C13 -0.51 -3.77 0.65
C14 0.13 -2.93 -0.25
C15 2.24 -2.20 -2.88
C16 1.00 -2.40 -3.49
C17 0.96 -2.94 -4.77
C18 2.13 -3.29 -5.42
C19 3.36 -3.07 -4.83
C20 3.42 -2.52 -3.55
H9 4.61 -3.23 -0.88
H10 6.91 -2.71 -0.17
H11 7.55 -0.38 0.37
H12 5.88 1.43 0.19
H13 3.55 0.90 -0.53
H14 3.24 -2.97 1.16
H15 2.09 -4.47 2.72
H16 -0.32 -4.99 2.41
H17 -1.57 -3.96 0.51
H18 -0.47 -2.43 -1.03
H19 0.07 -2.04 -3.04
H20 -0.01 -3.06 -5.24
H21 2.08 -3.71 -6.42
H22 4.27 -3.31 -5.35
H23 4.39 -2.33 -3.11
Te1 -2.14 -0.59 -2.07

Its net charge is -1. As for the HOMO-LUMO gap: 3.5057 eV.

Atom-resolved charges from Mulliken, all expressed in e:
1 Li 0.533
2 N -0.278
3 C -0.701
4 C -0.198
5 N -0.276
6 H 0.215
7 H 0.025
8 H 0.338
9 H 0.319
10 H 0.034
11 H 0.366
12 H 0.084
13 H 0.207
14 O -0.863
15 P 1.585
16 C 0.031
17 C -0.072
18 C -0.833
19 C -0.453
20 C -0.614
21 C -0.655
22 C 0.846
23 C -0.033
24 C -0.767
25 C -0.388
26 C -1.008
27 C -0.481
28 C 0.672
29 C -0.110
30 C -0.781
31 C -0.387
32 C -0.675
33 C -0.361
34 H 0.549
35 H 0.397
36 H 0.387
37 H 0.396
38 H 0.492
39 H 0.356
40 H 0.381
41 H 0.363
42 H 0.434
43 H -0.177
44 H -0.199
45 H 0.453
46 H 0.352
47 H 0.397
48 H 0.396
49 Te -1.299

=====

3.
DFT (ωB97M-V/def2-TZVPD) results for one molecule with the formula C20H23N2O3P.

Positions of all 49 atoms, in Å:
C1 0.22 -3.41 2.86
C2 1.07 -2.25 2.41
O1 0.54 -1.00 2.98
P1 0.38 0.34 2.14
O2 0.54 0.23 0.67
O3 -0.98 0.95 2.68
C3 -2.19 0.13 2.75
C4 -3.37 1.05 2.90
C5 1.58 1.52 2.85
C6 2.91 0.90 2.84
N1 3.96 0.39 2.93
C7 1.64 2.83 2.08
C8 0.32 3.59 1.92
N2 2.65 3.70 2.70
C9 3.95 3.91 2.24
C10 4.56 3.55 1.04
C11 5.89 3.95 0.84
C12 6.58 4.70 1.81
C13 5.95 5.10 2.99
C14 4.64 4.68 3.20
C15 3.73 4.96 4.26
C16 3.88 5.72 5.42
C17 2.78 5.83 6.27
C18 1.54 5.27 5.92
C19 1.37 4.54 4.74
C20 2.49 4.36 3.92
H1 0.76 -4.34 2.67
H2 -0.03 -3.36 3.93
H3 -0.71 -3.45 2.29
H4 2.11 -2.35 2.74
H5 1.04 -2.16 1.32
H6 -2.25 -0.46 1.82
H7 -2.10 -0.54 3.62
H8 -4.28 0.46 3.01
H9 -3.27 1.69 3.78
H10 -3.49 1.69 2.01
H11 1.24 1.70 3.89
H12 2.03 2.60 1.08
H13 -0.16 3.27 1.00
H14 -0.35 3.40 2.76
H15 0.50 4.66 1.88
H16 4.00 2.97 0.30
H17 6.40 3.70 -0.09
H18 7.62 4.97 1.64
H19 6.41 5.72 3.74
H20 4.83 6.20 5.59
H21 2.88 6.38 7.21
H22 0.68 5.42 6.58
H23 0.40 4.14 4.44

The SMILES is CCOP(=O)(OCC)[C@@H](C#N)[C@@H](C)n1c2ccccc2c2ccccc21. As for the HOMO-LUMO gap: 8.4146 eV.

Atom-resolved charges from Mulliken, all expressed in e:
1 C -1.176
2 C -0.287
3 O -0.256
4 P 0.721
5 O -0.825
6 O -0.197
7 C -0.099
8 C -1.324
9 C 0.977
10 C -0.211
11 N -0.563
12 C -0.595
13 C -1.767
14 N 0.702
15 C 0.540
16 C -0.633
17 C -0.741
18 C -0.720
19 C -0.307
20 C 0.116
21 C 0.215
22 C -0.454
23 C -0.719
24 C -0.900
25 C -0.283
26 C 0.667
27 H 0.406
28 H 0.286
29 H 0.283
30 H 0.341
31 H 0.349
32 H 0.330
33 H 0.249
34 H 0.408
35 H 0.310
36 H 0.311
37 H 0.498
38 H 0.288
39 H 0.458
40 H 0.254
41 H 0.464
42 H 0.347
43 H 0.384
44 H 0.367
45 H 0.382
46 H 0.399
47 H 0.365
48 H 0.394
49 H 0.245

=====

4.
DFT (ωB97M-V/def2-TZVPD) results for C20H23N2O4SV as an isolated structure.

Positions of all 51 atoms, in Å:
V1 -0.96 -2.11 0.96
C1 4.96 -2.97 -0.47
C2 4.38 -1.95 0.53
N1 3.35 -1.01 0.08
C3 3.61 -0.15 -1.10
C4 4.15 1.15 -0.57
C5 2.11 -0.96 0.62
S1 1.46 -2.48 1.23
N2 1.50 0.22 0.54
C6 0.27 0.48 1.03
O1 -0.44 -0.34 1.75
C7 -0.19 1.85 0.88
C8 0.69 2.95 0.56
C9 0.24 4.26 0.66
C10 -1.12 4.50 0.99
C11 -1.92 3.45 1.36
C12 -1.50 2.15 1.25
H1 5.93 -3.20 0.00
H2 5.15 -2.54 -1.50
H3 4.30 -3.87 -0.52
H4 5.17 -1.42 1.07
H5 3.90 -2.57 1.30
H6 2.64 0.03 -1.53
H7 4.31 -0.64 -1.79
H8 3.42 1.58 0.07
H9 4.22 1.80 -1.41
H10 5.10 1.16 -0.08
H11 1.71 2.74 0.19
H12 0.95 5.03 0.29
H13 -1.49 5.49 0.84
H14 -2.97 3.62 1.68
H15 -2.11 1.35 1.70
O2 -1.69 -0.94 -0.72
C13 -2.83 -0.19 -0.58
C14 -3.00 0.82 -1.54
C15 -4.30 1.31 -1.71
C16 -5.34 0.86 -0.87
C17 -5.15 -0.14 0.08
C18 -3.87 -0.65 0.25
C19 -3.81 -1.88 1.14
O3 -4.87 -2.52 1.36
O4 -2.72 -2.30 1.73
H16 -1.08 -0.55 -1.40
H17 -2.14 1.06 -2.15
H18 -4.47 2.13 -2.43
H19 -6.30 1.40 -1.02
H20 -5.96 -0.36 0.76
C20 -0.84 -3.76 -0.64
H21 -1.90 -3.83 -0.99
H22 -0.41 -4.76 -0.45
H23 -0.18 -3.32 -1.42

Its net charge is +2. As for the HOMO-LUMO gap (spin up / spin down): 4.5386 / 4.5357 eV.

Atom-resolved charges from Mulliken, all expressed in e:
1 V 0.653
2 C -0.958
3 C -0.620
4 N 0.224
5 C -0.391
6 C -1.109
7 C 0.521
8 S 0.017
9 N -0.039
10 C 0.307
11 O -0.673
12 C 1.031
13 C -0.202
14 C -0.601
15 C -0.463
16 C -0.709
17 C -0.398
18 H 0.354
19 H 0.323
20 H 0.236
21 H 0.396
22 H 0.337
23 H 0.285
24 H 0.378
25 H 0.275
26 H 0.384
27 H 0.364
28 H 0.174
29 H 0.386
30 H 0.446
31 H 0.419
32 H 0.374
33 O -0.085
34 C 1.809
35 C -0.886
36 C -0.672
37 C -0.652
38 C -0.811
39 C 0.395
40 C 0.200
41 O -0.519
42 O -0.685
43 H 0.244
44 H 0.353
45 H 0.420
46 H 0.395
47 H 0.489
48 C -0.839
49 H 0.315
50 H 0.436
51 H 0.371

=====

no.,E (Eh)
1,-1680.74681
2,-1577.68560
3,-1452.60969
4,-2527.82717